# 1
Below is a molecular structure, C41H28BBaF11IN6O2P in a non-equilibrium geometry, with properties calculated with ωB97M-V/def2-TZVPD.

```
92
Properties=species:S:1:pos:R:3:mulliken_charge:R:1
Ba 0.00 -2.39 -0.31 -0.15
O -2.12 -0.50 1.28 -0.49
C -2.11 0.55 1.84 0.52
C -2.19 1.73 2.42 0.80
C -3.29 1.97 3.38 -1.83
C -3.44 3.18 3.97 -0.15
C -2.56 4.28 3.71 -1.12
C -1.52 4.07 2.83 -0.34
C -1.26 2.86 2.18 -0.14
P 0.14 2.52 1.15 1.78
C 1.26 3.95 1.43 -0.20
C 2.22 3.83 2.43 -0.42
C 3.11 4.86 2.71 -0.69
C 3.05 6.04 1.97 -0.48
C 2.11 6.17 0.97 -0.67
C 1.22 5.14 0.70 -0.14
C -0.40 2.86 -0.58 -0.16
C 0.48 2.63 -1.64 0.09
C 0.08 2.80 -2.95 -0.84
C -1.23 3.16 -3.24 -0.55
C -2.12 3.37 -2.20 -0.80
C -1.71 3.22 -0.88 -0.55
H -3.97 1.16 3.60 0.42
H -4.26 3.30 4.67 0.33
H -2.69 5.23 4.21 0.38
H -0.82 4.88 2.64 0.33
H 2.28 2.90 3.00 0.26
H 3.84 4.74 3.49 0.40
H 3.75 6.84 2.18 0.34
H 2.06 7.09 0.39 0.39
H 0.48 5.25 -0.08 0.37
H 1.50 2.32 -1.42 0.51
H 0.78 2.61 -3.76 0.43
H -1.55 3.27 -4.27 0.37
H -3.15 3.64 -2.42 0.37
H -2.40 3.38 -0.06 0.36
N -0.08 -1.33 3.36 0.17
C 1.01 -0.73 2.89 0.06
N 1.97 -0.40 3.77 -0.82
C 3.01 0.21 3.25 0.34
N 4.01 0.60 4.10 -0.46
N 3.18 0.52 1.96 -0.58
C 2.18 0.13 1.18 -0.77
N 1.07 -0.49 1.56 1.53
C 2.32 0.41 -0.28 1.03
C 3.44 1.06 -0.78 -0.53
C 3.53 1.26 -2.14 -1.18
C 2.52 0.81 -2.96 -0.11
C 1.43 0.18 -2.38 -1.10
N 1.32 -0.01 -1.07 1.05
H -0.08 -1.63 4.32 0.29
H -0.78 -1.70 2.73 -0.25
H 4.01 0.13 4.99 0.28
H 4.90 0.77 3.66 0.27
H 4.21 1.37 -0.09 0.56
H 4.40 1.76 -2.56 0.39
H 2.55 0.94 -4.04 0.66
H 0.60 -0.18 -2.98 0.22
I -2.79 -0.75 -1.99 0.27
C -2.32 -1.35 -3.94 0.14
C -2.84 -0.65 -4.99 -0.59
C -2.58 -1.07 -6.31 -0.52
C -1.83 -2.19 -6.53 -0.80
C -1.30 -2.93 -5.45 0.84
C -0.55 -4.12 -5.67 -0.81
C -0.04 -4.81 -4.61 -0.87
C -0.23 -4.33 -3.29 -0.50
C -0.93 -3.18 -2.97 0.00
C -1.50 -2.51 -4.10 -0.13
H -3.45 0.23 -4.81 0.39
H -2.98 -0.50 -7.14 0.36
H -1.64 -2.53 -7.54 0.30
H -0.39 -4.45 -6.69 0.29
H 0.52 -5.72 -4.78 0.34
H 0.24 -4.92 -2.50 0.35
F 3.66 -4.07 0.43 -0.34
B 2.96 -3.20 -0.37 0.48
F 3.89 -2.60 -1.20 -0.31
F -0.84 -6.22 3.93 -0.28
C -0.57 -5.01 3.39 0.42
F -0.80 -4.11 4.36 -0.28
F 0.73 -4.97 3.12 -0.22
C -1.42 -4.69 2.12 0.73
O -0.94 -3.62 1.48 -0.13
C -2.90 -4.44 2.53 0.46
F -3.01 -3.28 3.19 -0.22
F -3.41 -5.40 3.34 -0.29
F -3.69 -4.37 1.46 -0.25
C -1.35 -5.92 1.15 0.19
F -2.00 -7.02 1.61 -0.29
F -1.89 -5.62 -0.03 -0.22
F -0.08 -6.28 0.94 -0.27
```

The spin multiplicity is 1. Its total charge is -2. The max |F| comes out at 1.3 eV/Å. The value obtained for the orbital gap is 4.3 eV. The total energy is -104665.0849 eV.

---

# 2
Below is a molecular structure, C41H28Cl2N11O4SSeW, with properties calculated with ωB97M-V/def2-TZVPD.

```
89
Properties=species:S:1:pos:R:3:mulliken_charge:R:1
W -0.98 1.26 0.79 0.75
N -3.91 -2.09 -0.22 -0.36
C -3.01 -1.10 -0.21 0.38
S -3.35 0.32 0.73 -0.53
N -1.96 -1.21 -0.97 -1.47
N -1.16 -0.08 -0.95 1.46
C -0.61 0.20 -2.09 0.49
C -0.84 -0.60 -3.31 -0.16
C -2.10 -0.61 -3.91 -0.23
C -2.31 -1.35 -5.06 -0.91
C -1.27 -2.10 -5.60 -0.67
C -0.02 -2.09 -5.00 -0.99
C 0.20 -1.33 -3.86 0.30
C 0.29 1.35 -2.10 -0.05
C 1.02 1.72 -3.22 -0.56
C 1.95 2.74 -3.10 -1.14
C 2.15 3.32 -1.86 -0.96
C 1.36 2.91 -0.80 -0.52
N 0.41 1.98 -0.92 0.43
H -4.67 -2.09 0.43 0.25
H -3.75 -2.88 -0.82 0.19
H -2.91 -0.03 -3.47 0.59
H -3.28 -1.35 -5.53 0.47
H -1.44 -2.69 -6.49 0.45
H 0.79 -2.68 -5.41 0.49
H 1.18 -1.33 -3.39 0.61
H 0.86 1.21 -4.16 0.72
H 2.53 3.05 -3.96 0.49
H 2.91 4.08 -1.70 0.55
H 1.53 3.31 0.19 0.71
O -0.64 2.39 7.75 -0.56
N 0.14 3.06 7.11 0.96
O 1.07 3.70 7.55 -0.57
C -0.07 3.12 5.64 0.14
C 0.23 4.32 5.05 -0.93
C 0.02 4.47 3.66 0.65
C 0.23 5.66 2.94 -0.69
C -0.05 5.67 1.59 -1.43
C -0.47 4.49 0.96 0.09
N -0.61 3.35 1.61 -0.18
C -0.43 3.36 2.95 0.11
C -0.80 2.17 3.59 0.09
N -1.35 1.23 2.75 0.16
C -1.74 -0.04 3.31 0.30
C -1.37 -0.27 4.73 -0.99
C -0.86 0.68 5.51 -1.14
C -0.60 2.00 4.95 0.83
H 0.62 5.13 5.65 0.54
H 0.57 6.55 3.44 0.51
H 0.05 6.57 1.00 0.47
H -0.67 4.49 -0.10 0.59
H -2.82 -0.19 3.16 0.29
H -1.57 -1.26 5.12 0.52
H -0.64 0.48 6.55 0.55
Cl -1.55 -4.64 -1.19 -0.26
C -0.10 -4.64 -2.15 1.06
C 0.01 -5.57 -3.17 -0.59
C 1.19 -5.65 -3.89 -0.66
C 2.24 -4.80 -3.59 -0.64
C 2.10 -3.86 -2.59 1.25
Cl 3.40 -2.75 -2.30 -0.19
C 0.93 -3.74 -1.83 -1.89
N 0.78 -2.75 -0.85 1.55
C 1.58 -2.88 0.34 0.29
C 1.61 -4.09 1.02 -0.41
C 2.33 -4.23 2.19 -0.89
C 3.04 -3.14 2.69 -0.91
C 3.03 -1.94 2.02 -0.67
C 2.30 -1.79 0.84 0.01
C 2.34 -0.48 0.09 1.15
C 2.16 0.72 0.99 -0.23
O 3.07 1.39 1.40 -0.63
O 0.90 1.05 1.32 0.51
H -0.81 -6.24 -3.37 0.48
H 1.29 -6.38 -4.68 0.43
H 3.17 -4.84 -4.14 0.47
H -0.20 -2.62 -0.63 -0.64
H 1.05 -4.93 0.62 0.44
H 2.34 -5.18 2.71 0.44
H 3.61 -3.24 3.61 0.44
H 3.59 -1.10 2.40 0.52
H 1.58 -0.50 -0.69 -1.01
H 3.32 -0.36 -0.39 0.55
N -2.13 2.49 -0.35 -0.05
C -2.73 3.23 -1.04 0.77
N -3.29 4.11 -1.73 -0.73
C -4.20 3.85 -2.67 0.37
N -4.97 3.66 -3.51 -0.48
Se -0.83 -1.18 1.99 0.06
```

The spin multiplicity is 1. Its total charge is +1. The max |F| comes out at 0.2 eV/Å. The value obtained for the orbital gap (spin up / spin down) is 5.3 / 5.4 eV. The total energy is -170598.0315 eV.

---

# 3
Below is a molecular structure, C41H28N5O2RuS in a non-equilibrium geometry, with properties calculated with ωB97M-V/def2-TZVPD.

```
78
Properties=species:S:1:pos:R:3:mulliken_spin:R:1
Ru 0.35 0.41 0.15 1.15
O -3.97 3.64 -4.50 0.00
C -3.30 4.20 -3.62 0.00
O -3.23 5.39 -3.26 0.00
C -2.59 3.22 -2.65 0.00
C -1.89 3.69 -1.55 0.00
C -1.25 2.80 -0.72 -0.01
N -1.27 1.47 -0.93 0.00
C -1.98 1.01 -1.96 0.00
C -2.64 1.85 -2.84 0.00
C -2.09 -0.47 -2.10 0.01
C -1.99 -1.07 -3.35 0.00
C -2.14 -2.44 -3.44 0.00
C -2.40 -3.16 -2.28 0.00
C -2.47 -2.47 -1.08 0.00
N -2.31 -1.16 -0.97 0.00
C -0.48 3.23 0.48 0.01
C -0.53 4.53 0.98 0.00
C 0.19 4.84 2.11 0.00
C 0.95 3.85 2.73 0.00
C 0.96 2.59 2.18 0.03
N 0.27 2.28 1.08 -0.07
H -1.88 4.77 -1.40 0.00
H -3.23 1.47 -3.67 0.00
H -1.78 -0.47 -4.22 0.00
H -2.05 -2.94 -4.39 0.00
H -2.53 -4.24 -2.30 0.00
H -2.67 -3.01 -0.16 0.00
H -1.14 5.27 0.49 0.00
H 0.16 5.84 2.51 0.00
H 1.53 4.05 3.62 0.00
H 1.55 1.79 2.61 -0.01
N -1.18 -0.25 1.59 0.01
C -0.84 -0.30 2.99 0.00
C -1.84 0.03 3.90 0.00
C -1.59 0.09 5.26 0.00
C -0.30 -0.18 5.70 0.00
C 0.69 -0.51 4.80 0.00
C 0.46 -0.60 3.42 0.02
C 1.63 -0.95 2.55 -0.01
C 2.57 -1.82 3.11 -0.01
C 3.78 -2.08 2.50 0.02
C 4.08 -1.46 1.30 -0.01
C 3.12 -0.67 0.69 0.06
C 1.86 -0.42 1.26 -0.11
H -1.94 0.42 1.47 0.01
H -1.56 -1.12 1.22 0.00
H -2.83 0.24 3.53 0.00
H -2.37 0.35 5.95 0.00
H -0.06 -0.11 6.76 0.00
H 1.70 -0.66 5.16 0.00
H 2.35 -2.31 4.05 0.00
H 4.49 -2.76 2.96 0.00
H 5.03 -1.62 0.81 0.00
H 3.35 -0.24 -0.28 0.00
S 1.29 -2.72 -2.99 0.00
C 0.59 -3.60 -1.67 0.00
C 0.35 -4.96 -1.58 0.00
C -0.18 -5.46 -0.40 0.00
C -0.42 -4.61 0.68 0.00
C -0.18 -3.25 0.59 0.00
C 0.30 -2.73 -0.61 0.00
N 0.57 -1.40 -0.90 -0.03
C 1.12 -1.26 -2.08 0.01
C 1.60 0.05 -2.46 0.01
C 2.20 0.33 -3.69 -0.02
C 2.68 1.60 -3.94 0.03
C 2.56 2.58 -2.95 -0.02
C 1.96 2.29 -1.73 0.04
C 1.45 1.02 -1.45 -0.11
H 0.57 -5.62 -2.41 0.00
H -0.37 -6.52 -0.30 0.00
H -0.79 -5.02 1.61 0.00
H -0.33 -2.62 1.45 0.00
H 2.29 -0.45 -4.45 0.00
H 3.14 1.84 -4.88 0.00
H 2.94 3.57 -3.14 0.00
H 1.89 3.09 -0.99 0.00
```

The spin multiplicity is 2. As for the expectation value of S²: 0.76. The max |F| comes out at 1.3 eV/Å. The value obtained for the orbital gap (spin up / spin down) is 7.1 / 6.6 eV. The total energy is -67936.3958 eV.

---

# 4
Below is 2 unconnected molecules or ions with the total composition C41H29BF9N in a non-equilibrium geometry, with properties calculated with ωB97M-V/def2-TZVPD.

```
81
Properties=species:S:1:pos:R:3:mulliken_charge:R:1
F -4.86 -5.41 2.39 -0.32
C -3.79 -4.53 2.26 0.41
C -2.97 -4.25 3.38 -1.04
C -1.80 -3.53 3.18 0.41
F -0.85 -3.67 4.18 -0.33
C -1.46 -2.91 1.94 0.86
B -0.07 -2.23 1.59 1.47
C 0.62 -1.61 2.78 1.23
C -0.07 -0.73 3.59 0.28
F -1.46 -0.67 3.51 -0.37
C 0.48 0.01 4.62 -0.61
C 1.79 -0.26 4.95 0.30
F 2.36 0.38 6.01 -0.33
C 2.54 -1.18 4.24 -0.95
C 1.94 -1.84 3.19 -0.34
F 2.66 -2.87 2.62 -0.33
C 0.84 -2.93 0.53 0.13
C 1.76 -2.36 -0.33 0.39
F 2.13 -1.07 -0.13 -0.29
C 2.48 -3.08 -1.27 -0.49
C 2.39 -4.47 -1.24 0.48
F 3.15 -5.21 -2.13 -0.34
C 1.55 -5.12 -0.35 -1.27
C 0.85 -4.33 0.53 0.36
F 0.30 -4.99 1.61 -0.30
C -2.38 -3.17 0.88 -0.38
F -2.03 -2.80 -0.41 -0.34
C -3.51 -3.97 1.03 -0.87
H -3.17 -4.72 4.30 0.53
H -0.07 0.77 5.16 0.54
H 3.57 -1.41 4.50 0.52
H 3.16 -2.60 -1.96 0.21
H 1.51 -6.20 -0.31 0.51
H -4.10 -4.20 0.13 0.44
C -0.70 0.19 -0.97 -1.71
C 0.29 0.54 -1.84 -0.68
N 0.87 1.74 -2.00 0.73
C 1.81 2.01 -3.09 -0.83
C 2.86 0.95 -3.23 -0.08
C 3.01 0.20 -4.40 -0.20
C 3.85 -0.91 -4.43 -0.53
C 4.69 -1.18 -3.36 -0.48
C 4.66 -0.35 -2.22 -0.49
C 3.74 0.74 -2.18 -0.11
C 0.59 2.88 -1.14 -1.32
C -0.52 3.83 -1.56 1.24
C -1.24 4.53 -0.57 -0.43
C -2.11 5.58 -0.91 -0.71
C -2.17 5.99 -2.25 -0.41
C -1.54 5.25 -3.27 -0.83
C -0.77 4.14 -2.91 -0.12
C -0.84 0.38 0.47 0.93
C -2.09 1.25 0.77 0.85
C -2.26 1.85 2.04 -0.17
C -3.23 2.81 2.29 -0.82
C -4.05 3.24 1.26 -0.48
C -4.06 2.53 0.06 -0.88
C -3.11 1.53 -0.15 -0.16
H -1.45 -0.49 -1.35 0.60
H 0.57 -0.23 -2.56 0.43
H 2.34 2.95 -2.85 0.50
H 1.30 2.14 -4.06 0.31
H 2.34 0.43 -5.25 0.33
H 3.88 -1.55 -5.32 0.39
H 5.43 -1.97 -3.41 0.42
H 5.28 -0.56 -1.36 0.35
H 3.72 1.40 -1.30 0.30
H 0.41 2.50 -0.12 0.13
H 1.53 3.46 -1.17 0.56
H -1.03 4.28 0.48 0.30
H -2.72 6.04 -0.11 0.37
H -2.77 6.88 -2.48 0.34
H -1.64 5.59 -4.31 0.38
H -0.30 3.56 -3.71 0.27
H -0.60 -0.72 0.83 -0.88
H -0.02 0.85 1.00 0.73
H -1.52 1.63 2.80 0.17
H -3.27 3.32 3.30 0.28
H -4.73 4.08 1.42 0.45
H -4.80 2.79 -0.69 0.41
H -3.12 1.05 -1.13 0.40
```

The spin multiplicity is 1. The max |F| comes out at 2.1 eV/Å. The value obtained for the orbital gap is 6.4 eV. The total energy is -69608.2186 eV.

---

# 5
Below is a molecular structure, C41H29BrF4N2NaP in a non-equilibrium geometry, with properties calculated with ωB97M-V/def2-TZVPD.

```
79
Properties=species:S:1:pos:R:3:mulliken_charge:R:1
Na 13.94 13.97 7.81 0.62
C 17.91 15.15 9.62 -0.72
C 18.01 16.50 9.75 -0.53
C 16.93 17.32 9.33 -0.53
C 15.85 16.72 8.68 0.06
C 15.73 15.36 8.53 -0.28
C 16.78 14.58 9.05 0.00
C 14.71 17.64 8.24 0.73
C 14.57 17.92 6.86 -0.67
C 13.58 18.74 6.43 -1.14
C 12.83 19.47 7.38 1.38
C 11.98 20.54 6.99 -0.74
C 11.30 21.24 7.93 -0.44
C 11.41 20.84 9.27 -0.76
C 12.33 19.89 9.66 -0.05
C 13.06 19.19 8.72 -0.17
N 14.00 18.23 9.15 -0.49
H 18.65 14.45 10.03 0.32
H 18.90 17.01 10.14 0.29
H 16.99 18.44 9.41 0.26
H 16.75 13.49 9.03 0.27
H 15.32 17.45 6.24 0.51
H 13.40 18.94 5.38 0.39
H 11.94 20.78 5.94 0.35
H 10.64 22.08 7.72 0.38
H 10.93 21.48 9.97 0.41
H 12.50 19.68 10.70 0.49
F 9.36 15.55 14.41 -0.33
C 9.72 15.13 13.20 0.49
C 8.77 14.98 12.19 0.29
F 7.47 15.10 12.48 -0.33
C 9.18 14.63 10.89 0.42
F 8.20 14.51 9.96 -0.38
C 10.52 14.57 10.56 -0.50
P 11.27 13.94 8.85 0.18
C 10.65 12.39 8.56 -0.10
C 9.32 11.93 8.42 -0.05
C 9.04 10.57 8.28 -1.15
C 10.08 9.63 8.37 -0.16
C 11.38 10.02 8.43 -0.58
C 11.64 11.38 7.86 -0.13
C 10.35 15.30 7.99 0.16
C 10.61 16.64 8.37 -0.30
C 10.02 17.70 7.76 -0.51
C 9.19 17.47 6.69 -0.47
C 8.90 16.16 6.26 -0.89
C 9.52 15.09 6.88 -0.31
C 11.45 14.79 11.63 0.19
Br 13.31 14.78 11.33 -0.09
C 11.06 15.08 12.93 0.21
F 11.93 15.30 13.94 -0.35
H 8.53 12.62 8.63 0.43
H 8.00 10.24 8.28 0.29
H 9.81 8.58 8.53 0.31
H 12.22 9.40 8.73 0.32
H 11.25 11.35 6.82 -0.19
H 11.30 16.84 9.14 0.41
H 10.27 18.67 8.16 0.46
H 8.73 18.32 6.18 0.35
H 8.28 15.98 5.38 0.34
H 9.29 14.07 6.62 0.45
C 15.27 11.19 9.35 -1.68
C 15.12 10.69 7.98 1.37
C 16.18 9.93 7.53 -0.44
C 16.16 9.33 6.29 -0.91
C 14.93 9.42 5.58 -0.57
C 13.78 10.03 6.07 0.85
C 12.56 9.98 5.15 -1.59
C 13.92 10.94 7.26 0.09
N 13.04 11.76 7.85 -0.09
H 16.29 11.11 9.82 0.34
H 14.57 10.75 10.05 0.35
H 15.00 12.24 9.40 0.12
H 17.01 9.79 8.26 0.24
H 16.91 8.64 5.91 0.28
H 14.89 8.88 4.65 0.25
H 12.76 9.52 4.21 0.41
H 12.22 10.98 4.84 0.23
H 11.75 9.54 5.63 0.34
```

The spin multiplicity is 1. Its total charge is -2. The max |F| comes out at 2.8 eV/Å. The value obtained for the orbital gap is 4.4 eV. The total energy is -140582.2590 eV.

---

Q: What is the max |F| in the first record?
A: 1.3 eV/Å